Entry 1:
A structure of composition C29H28Cl3FN4O12P2SiY, computed with ωB97M-V with the def2-TZVPD basis set.

Geometry as XYZ:
```
81
Properties=species:S:1:pos:R:3:forces:R:3:mulliken_charge:R:1
Y 1.1320 -0.1841 -1.8975 0.2 1.3 1.1 0.86
O 0.7273 0.0107 2.9633 0.0 0.0 -0.1 -0.71
C 0.8216 1.3503 3.0434 0.0 0.1 -0.1 0.30
C 0.2916 1.9608 4.1826 0.0 0.1 0.0 -0.37
C 0.3264 3.3359 4.3154 0.0 0.0 0.0 -0.47
C 0.8930 4.1297 3.3190 0.0 -0.1 0.0 -0.77
C 1.4153 3.5252 2.1883 0.0 0.0 0.0 -0.22
C 1.3894 2.1384 2.0232 0.0 -0.2 0.1 0.21
C 1.8658 1.4933 0.7577 0.2 0.2 -0.1 0.51
O 1.7668 0.2310 0.6191 0.0 0.2 -0.1 -0.59
N 2.3483 2.3328 -0.1496 -0.1 0.1 0.1 -1.30
N 2.4886 1.7508 -1.3790 0.1 0.1 0.6 1.10
C 3.2688 2.3241 -2.2002 0.2 0.1 -0.4 -0.98
C 3.4067 1.7945 -3.5655 0.0 0.0 0.3 0.85
C 4.1838 2.4426 -4.5101 0.1 0.1 -0.1 -1.02
C 4.3026 1.8834 -5.7733 0.0 0.0 0.0 -0.30
C 3.6459 0.6981 -6.0492 0.1 0.0 0.0 -0.97
C 2.8737 0.1231 -5.0509 -0.1 -0.1 0.1 -0.44
N 2.7558 0.6576 -3.8410 -0.2 0.0 0.2 0.38
H 1.0843 -0.2354 2.0676 0.2 0.0 0.1 0.22
H -0.1508 1.3279 4.9449 0.0 0.0 0.0 0.44
H -0.0926 3.7970 5.2039 0.0 0.0 0.0 0.39
H 0.9172 5.2078 3.4236 0.0 0.0 0.0 0.39
H 1.8446 4.1141 1.3880 0.0 0.0 0.0 0.46
H 3.8376 3.1968 -1.8912 0.0 0.1 -0.1 0.30
H 4.6809 3.3691 -4.2509 0.0 0.0 0.0 0.44
H 4.8999 2.3722 -6.5332 0.0 0.0 0.0 0.41
H 3.7123 0.2248 -7.0195 0.0 0.0 0.0 0.44
H 2.3130 -0.7895 -5.2175 0.0 0.1 0.0 0.52
C -5.2515 -1.3658 2.8194 0.0 0.0 -0.1 -1.45
C -3.9018 -1.1833 3.5077 0.0 0.1 -0.1 -0.36
C -3.9691 -0.2992 4.7437 0.0 0.1 0.0 -1.01
C -4.3999 1.1136 4.3680 0.1 0.0 -0.1 -1.49
C -3.5670 1.6453 3.2243 -0.1 0.0 0.1 1.24
C -3.4452 3.0019 3.0099 -0.1 0.0 0.1 -0.64
C -2.6471 3.4829 1.9806 -0.1 0.1 0.1 -0.25
F -2.5604 4.8187 1.8189 0.0 0.0 0.0 -0.43
C -1.9513 2.6520 1.1559 0.2 0.0 -0.2 -0.57
C -2.0579 1.2746 1.3571 0.0 -0.1 -0.1 0.62
C -1.2518 0.3761 0.5119 -0.1 -0.2 0.2 0.98
O -0.5529 0.8690 -0.3703 0.3 0.2 -0.5 -0.47
C -1.2919 -1.0208 0.8668 -0.1 0.2 0.0 -1.25
C -2.1250 -1.4295 1.8567 -0.2 0.1 0.2 0.03
N -2.9233 -0.6146 2.5688 0.0 0.1 0.0 0.23
C -2.8645 0.7711 2.3755 -0.1 -0.3 0.1 -0.36
C -0.3392 -2.0289 0.3292 0.1 -0.1 0.0 0.24
O -0.0883 -3.0432 1.0130 0.0 0.0 -0.2 -0.96
O 0.2188 -1.7867 -0.7781 -0.2 -0.7 0.4 1.94
H -5.9987 -1.7250 3.5330 0.1 0.0 -0.1 0.41
H -5.1686 -2.0929 2.0080 0.0 0.1 0.1 0.39
H -5.6032 -0.4251 2.3883 0.0 -0.1 0.0 0.34
H -3.5175 -2.1605 3.7913 0.1 -0.1 0.0 0.54
H -2.9786 -0.2696 5.2041 0.0 0.0 0.0 0.30
H -4.6597 -0.7411 5.4626 0.0 0.0 0.0 0.48
H -4.2941 1.7784 5.2248 0.0 0.0 0.0 0.46
H -5.4585 1.1238 4.0955 0.0 0.0 0.0 0.41
H -3.9576 3.7070 3.6564 0.0 0.0 0.0 0.52
H -1.3102 3.0275 0.3663 -0.1 0.0 0.1 0.69
H -2.1488 -2.4783 2.1293 0.0 0.0 0.0 0.57
C 1.3853 -5.1509 -1.8662 0.0 0.1 0.0 -1.72
C 2.0007 -3.9014 -2.5061 0.1 0.0 -0.1 1.12
O 3.0486 -4.2870 -3.4227 -0.1 0.0 0.4 -0.64
P 2.8749 -2.8806 -1.2205 0.6 0.1 -0.3 0.51
O 2.4086 -3.3337 0.1936 -0.3 -0.1 0.1 -0.66
O 4.3825 -3.4092 -1.2457 -0.1 -0.1 0.0 -0.58
O 2.9555 -1.4104 -1.4997 0.1 -0.8 0.1 -0.54
P 0.7649 -3.0225 -3.5986 0.1 0.0 -0.4 0.95
O -0.6291 -3.4017 -2.9070 -0.2 0.0 -0.2 -0.64
O 0.9107 -3.6632 -4.9363 0.2 0.0 0.2 -0.91
O 0.9771 -1.5147 -3.5478 -0.1 -1.2 -0.6 -0.45
H 2.1646 -5.7470 -1.3846 0.0 0.0 0.0 0.34
H 0.9168 -5.7504 -2.6471 0.0 0.0 0.0 0.39
H 0.6278 -4.8896 -1.1256 0.0 0.0 -0.1 0.31
H 2.6181 -4.3125 -4.2967 -0.1 0.0 -0.1 0.48
H 1.4295 -3.2859 0.4375 0.1 0.0 0.1 0.15
H 4.4440 -4.3722 -1.2974 0.0 0.1 -0.1 0.37
H -1.3444 -2.8690 -3.2935 0.2 0.0 0.2 0.36
Cl -2.2918 2.8747 -3.4457 0.1 0.3 0.2 -0.38
Si -0.5457 1.6730 -3.3871 -0.9 -0.2 -0.6 0.03
Cl -1.6608 -0.2529 -2.8463 -0.2 0.3 -0.3 -0.38
Cl -0.3227 1.3469 -5.4862 0.0 0.1 0.0 -0.36
```
Positions in Å, forces in eV/Å.

Output
Energy above the lowest of the compared OMol25 structures with the same formula, charge and spin (eV): 0.303
Multiplicity: 1
Calculated total energy (hartree): -4735.5828
Lowest unoccupied orbital energy (eV): 2.05
Net charge: -1
Gap between HOMO and LUMO (eV): 7.526



Entry 2:
A structure of composition C29H28MnN9O2, computed with ωB97M-V with the def2-TZVPD basis set.

Geometry as XYZ:
```
69
Properties=species:S:1:pos:R:3:forces:R:3:mulliken_charge:R:1
Mn -0.0986 0.0093 0.1254 0.1 1.8 0.4 -0.47
C 4.5583 -1.0399 2.2564 0.2 -0.2 0.1 -1.02
N 3.6300 -0.4311 1.3065 -0.2 0.0 -0.3 0.84
C 2.5146 -0.9447 0.8020 0.5 0.1 0.4 0.03
N 1.9186 -0.0281 0.0414 0.1 -0.4 -0.2 -0.09
C 2.7636 1.0402 0.1068 0.3 0.3 0.0 -0.44
N 3.8103 0.8355 0.8635 -0.3 -0.1 -0.2 -0.99
C 3.8370 -1.5062 3.4954 -0.1 -0.2 0.3 0.53
C 4.0069 -2.8021 3.9713 0.0 0.0 0.0 -0.80
C 3.2732 -3.2507 5.0622 0.0 0.1 0.0 -0.74
C 2.3468 -2.4171 5.6680 0.0 -0.1 0.0 -0.62
C 2.1798 -1.1117 5.2118 0.5 -0.2 0.1 0.29
C 2.9573 -0.6528 4.1536 -0.1 0.1 -0.2 -0.07
C 1.1086 -0.2554 5.7137 -0.4 0.3 -0.1 0.52
N 1.0534 1.0271 5.8478 0.2 -0.3 -0.1 -0.47
N -0.2904 1.3544 5.9620 -0.3 -0.2 -0.1 -0.47
C -0.9451 0.2447 5.8899 0.5 0.1 -0.2 0.47
O -0.1192 -0.8291 5.7856 0.0 0.0 -0.1 -0.26
C -2.3452 -0.0054 5.5525 -0.5 0.1 0.2 0.43
C -3.0979 -0.9940 6.1794 -0.1 -0.1 -0.1 -0.73
C -4.3562 -1.3166 5.6922 0.1 0.1 -0.1 -0.68
C -4.8494 -0.6847 4.5570 0.0 0.0 0.0 -0.73
C -4.1061 0.3078 3.9268 -0.1 -0.2 0.3 0.81
C -4.5453 0.9058 2.6156 -0.2 0.1 0.3 -1.46
N -3.7570 0.3373 1.5283 0.1 0.4 -0.6 1.11
C -2.5776 0.7638 1.1041 -0.6 -0.1 0.3 -0.34
N -2.1198 -0.0583 0.1621 -0.3 0.1 0.2 0.26
C -3.1216 -0.9812 0.0509 -0.2 -0.3 -0.2 -0.40
N -4.1376 -0.7689 0.8506 0.5 0.0 -0.1 -0.97
C -2.8744 0.6679 4.4577 0.1 0.0 -0.2 -0.18
H 5.3096 -0.2914 2.5009 -0.1 0.1 -0.2 0.32
H 5.0524 -1.8708 1.7523 0.1 0.0 0.1 0.43
H 2.1591 -1.9379 1.0208 -0.1 0.0 0.1 0.41
H 2.5972 1.9711 -0.4066 -0.1 0.0 0.0 0.64
H 4.6994 -3.4804 3.4864 0.0 0.0 -0.1 0.40
H 3.4010 -4.2632 5.4199 0.0 0.0 0.0 0.41
H 1.7414 -2.7927 6.4827 0.0 0.1 0.0 0.49
H 2.8109 0.3598 3.7930 0.0 0.0 0.0 0.54
H -2.6942 -1.5363 7.0246 0.0 0.1 0.0 0.48
H -4.9361 -2.0944 6.1699 0.0 0.0 0.0 0.42
H -5.8047 -0.9944 4.1503 0.0 0.1 0.0 0.40
H -4.3877 1.9849 2.6037 0.0 0.0 0.0 0.33
H -5.5980 0.7203 2.4147 0.1 -0.1 -0.1 0.50
H -2.0845 1.6324 1.4956 0.1 0.1 0.0 0.43
H -3.0995 -1.8093 -0.6384 0.0 0.0 0.0 0.47
H -2.2679 1.4219 3.9668 0.0 0.0 0.1 0.44
O -0.0584 0.0108 1.7293 0.1 -0.7 0.0 -0.73
C -3.0571 2.1256 -2.5052 -0.1 0.3 0.3 -0.94
N -1.8272 2.4919 -3.1735 0.5 -0.3 0.0 -0.05
C -1.8377 1.9538 -4.5262 0.1 0.2 -0.2 -0.99
C -0.6298 2.0327 -2.4757 -0.1 0.4 0.0 -0.95
C -0.3519 2.7557 -1.1699 0.0 -0.6 0.2 1.28
C -0.3207 4.1508 -1.1662 0.0 0.1 0.1 -0.36
C -0.0175 4.8551 -0.0117 0.0 -0.1 -0.1 -0.85
C 0.2800 4.1760 1.1623 0.0 0.0 -0.1 -0.68
C 0.2727 2.7899 1.1800 0.0 -0.2 0.1 0.49
C -0.0467 2.0822 0.0221 -0.3 0.0 -0.6 -0.73
H -3.9095 2.5008 -3.0717 0.1 0.0 0.0 0.44
H -3.1151 2.5791 -1.5146 0.1 0.0 0.1 0.22
H -3.1631 1.0418 -2.4065 0.0 -0.3 0.0 0.28
H -2.7014 2.3300 -5.0735 0.0 0.0 0.1 0.33
H -1.8710 0.8534 -4.5380 0.0 0.0 0.0 0.35
H -0.9501 2.2787 -5.0701 0.0 0.0 0.1 0.32
H 0.2222 2.2395 -3.1289 0.0 -0.1 -0.1 0.65
H -0.6381 0.9311 -2.3162 -0.1 -0.1 0.0 0.25
H -0.5460 4.6875 -2.0795 0.0 -0.1 0.0 0.51
H -0.0072 5.9368 -0.0295 0.0 0.0 0.0 0.41
H 0.5236 4.7259 2.0620 0.0 0.0 0.0 0.48
H 0.5139 2.2551 2.0883 0.0 0.0 0.0 0.79
```
Positions in Å, forces in eV/Å.

Output
Energy above the lowest of the compared OMol25 structures with the same formula, charge and spin (eV): 1.261
Multiplicity: 4
Calculated total energy (hartree): -2915.8748
Lowest unoccupied orbital energy (alpha / beta) (eV): -4.08 / -3.55
Net charge: +1
Gap between HOMO and LUMO (alpha / beta) (eV): 7.326 / 7.857



Entry 3:
A structure of composition C29H28NO2PSeW, computed with ωB97M-V with the def2-TZVPD basis set.

Geometry as XYZ:
```
63
Properties=species:S:1:pos:R:3:forces:R:3:mulliken_charge:R:1
W -0.6889 0.4879 0.3920 -0.1 -0.7 0.0 1.17
O -3.1268 -0.6338 -0.7941 0.1 0.1 0.0 -0.48
N -1.7580 -0.9085 -0.5859 -0.1 0.1 0.0 0.19
C -0.8754 -0.4987 -1.5509 0.2 0.2 0.0 -1.86
C 0.3839 -1.3004 -1.6885 0.1 0.0 -0.1 0.87
C 0.4159 -2.6383 -2.0562 0.0 0.0 0.0 -0.70
C 1.6411 -3.2838 -2.1566 0.0 0.0 0.0 -0.75
C 2.8300 -2.6080 -1.8907 0.0 0.0 0.0 -0.71
C 2.8087 -1.2730 -1.5141 0.0 0.0 0.0 -1.04
C 1.5824 -0.6270 -1.4139 -0.2 0.1 0.0 0.88
P 1.3121 1.0840 -0.9050 0.2 0.1 -0.3 1.14
C 2.8182 1.6751 -0.1316 -0.1 -0.1 0.1 0.38
C 3.6575 2.5747 -0.7879 0.0 0.0 0.0 -0.44
C 4.8568 2.9438 -0.1961 0.0 0.0 0.0 -0.77
C 5.2190 2.4203 1.0370 0.0 0.0 0.0 -0.56
C 4.3858 1.5179 1.6869 0.0 0.0 0.0 -0.84
C 3.1859 1.1449 1.1069 0.1 0.0 0.0 -0.21
C 0.9979 2.0916 -2.3665 0.0 0.0 0.1 0.41
C 1.1441 1.5566 -3.6419 0.0 0.0 0.0 -0.28
C 0.8936 2.3538 -4.7525 0.0 0.0 0.0 -0.81
C 0.5009 3.6724 -4.5864 0.0 0.0 0.0 -0.53
C 0.3599 4.2077 -3.3098 0.0 0.0 0.0 -0.85
C 0.6072 3.4209 -2.1989 0.0 0.0 -0.1 -0.38
H -3.4093 -1.2778 -1.4607 0.0 -0.1 0.1 0.36
H -1.2338 0.1054 -2.3826 -0.1 0.0 0.0 0.78
H -0.5031 -3.1706 -2.2678 0.0 0.0 0.0 0.53
H 1.6720 -4.3251 -2.4491 0.0 0.0 0.0 0.45
H 3.7749 -3.1275 -1.9756 0.0 0.0 0.0 0.47
H 3.7252 -0.7410 -1.2916 0.0 0.0 0.0 0.56
H 3.3924 2.9814 -1.7540 0.0 0.0 0.0 0.41
H 5.5096 3.6400 -0.7048 0.0 0.0 0.0 0.45
H 6.1549 2.7124 1.4941 0.0 0.0 0.0 0.41
H 4.6706 1.1061 2.6457 0.0 0.0 0.0 0.45
H 2.5429 0.4398 1.6183 0.0 0.0 0.0 0.35
H 1.4648 0.5307 -3.7768 0.0 0.0 0.0 0.45
H 1.0115 1.9427 -5.7459 0.0 0.0 0.0 0.45
H 0.3076 4.2906 -5.4528 0.0 0.0 0.0 0.43
H 0.0643 5.2404 -3.1818 0.0 0.0 0.0 0.45
H 0.5147 3.8470 -1.2056 0.0 0.0 0.0 0.65
Se -1.7073 2.4139 0.1488 -0.1 0.2 0.0 -0.04
C -4.9511 -3.6340 2.3093 0.0 0.0 0.0 -1.62
C -3.8758 -2.6104 2.4102 0.1 0.0 0.0 0.51
C -2.5451 -2.9448 2.1166 -0.1 0.0 0.0 -1.02
C -1.5255 -2.0345 2.2151 0.0 0.0 0.0 1.80
C -0.1205 -2.5078 1.9670 0.0 0.0 -0.1 -1.68
C -1.8639 -0.6872 2.6271 0.1 -0.1 0.0 1.03
C -0.8714 0.2858 2.8335 0.2 0.2 0.1 -0.75
O 0.2631 0.2694 2.2050 -0.3 0.1 -0.1 -0.56
C -3.2208 -0.3584 3.0053 -0.1 0.0 0.0 0.52
C -3.5866 1.0020 3.5210 0.0 0.0 0.0 -1.75
C -4.1856 -1.3148 2.8562 0.0 0.0 0.0 -0.77
H -4.6473 -4.4873 1.7075 0.0 0.0 0.0 0.40
H -5.8660 -3.2041 1.9022 0.0 0.0 0.0 0.42
H -5.1891 -3.9968 3.3142 0.0 0.0 0.0 0.35
H -2.3114 -3.9628 1.8317 0.0 0.0 0.0 0.49
H -0.0974 -3.5947 2.0050 0.0 0.0 0.0 0.51
H 0.5890 -2.1146 2.6915 0.0 0.0 0.0 0.31
H 0.2361 -2.2307 0.9684 0.0 0.0 0.0 0.30
H -1.0569 1.1456 3.4772 0.0 0.0 0.1 0.49
H -3.3425 1.7874 2.8040 0.0 0.0 0.0 0.27
H -3.0686 1.2273 4.4563 0.0 0.0 0.0 0.43
H -4.6540 1.0519 3.7193 0.0 0.0 0.0 0.41
H -5.2122 -1.0750 3.1030 0.0 0.0 0.0 0.46
```
Positions in Å, forces in eV/Å.

Output
Energy above the lowest of the compared OMol25 structures with the same formula, charge and spin (eV): 0.171
Multiplicity: 1
Calculated total energy (hartree): -4136.4200
Lowest unoccupied orbital energy (eV): -7.83
Net charge: +2
Gap between HOMO and LUMO (eV): 6.636



Entry 4:
A structure of composition C29H29BF4FeN6PS, computed with ωB97M-V with the def2-TZVPD basis set.

Geometry as XYZ:
```
72
Properties=species:S:1:pos:R:3:forces:R:3:mulliken_charge:R:1
Fe -1.4167 -1.2950 -0.1859 0.0 0.6 0.3 1.85
C -4.3839 3.7517 1.1506 0.0 0.0 0.0 -1.27
C -2.9192 3.8012 0.7402 0.0 0.1 -0.1 -0.44
N -2.0904 2.8792 1.4840 0.0 -0.2 0.2 0.01
C -1.8765 1.5791 1.1762 -0.2 -0.1 0.2 -0.11
S -2.4578 0.9578 -0.3182 0.0 0.0 -0.1 -0.30
N -1.2242 0.9066 2.1189 -0.1 -0.2 -0.2 -1.22
N -1.1015 -0.4139 1.8332 0.0 0.1 0.2 0.84
C -0.6423 -1.1632 2.7748 0.0 -0.1 -0.2 0.94
C -0.2278 -0.6241 4.1048 0.0 0.1 0.0 -1.73
C -0.6283 -2.6116 2.4747 -0.1 0.2 0.0 0.26
C -0.3407 -3.5610 3.4516 0.0 0.1 -0.1 -0.95
C -0.4072 -4.9052 3.1328 0.0 0.0 0.0 -0.54
C -0.7492 -5.2715 1.8453 0.0 0.0 0.0 -1.03
C -1.0138 -4.2736 0.9216 0.1 0.0 0.1 -0.33
N -0.9649 -2.9729 1.2195 0.2 -0.1 0.0 0.37
H -4.9730 4.4462 0.5517 0.0 0.0 0.0 0.41
H -4.5079 4.0198 2.2006 0.0 0.0 0.0 0.35
H -4.7808 2.7482 1.0018 0.0 0.0 0.0 0.29
H -2.5111 4.8048 0.8863 0.0 0.0 0.0 0.37
H -2.8180 3.5600 -0.3184 0.0 0.0 0.0 0.32
H -1.8431 3.1108 2.4350 0.0 0.0 0.0 0.27
H 0.2785 0.3298 3.9654 0.0 0.0 0.0 0.39
H 0.4285 -1.3047 4.6383 0.0 0.0 0.0 0.50
H -1.1038 -0.4229 4.7257 0.0 0.0 0.0 0.27
H -0.0900 -3.2518 4.4535 0.0 0.0 0.0 0.34
H -0.1972 -5.6530 3.8861 0.0 0.0 0.0 0.43
H -0.8149 -6.3069 1.5468 0.0 0.0 0.0 0.43
H -1.2640 -4.5190 -0.0952 0.0 0.0 -0.1 0.52
N -1.0545 -1.0092 -2.4781 0.0 -0.3 0.1 -0.09
C -0.5481 0.1775 -3.0671 0.0 0.1 -0.1 -0.60
C -1.0581 0.6362 -4.2770 0.1 0.0 0.0 -0.71
C -0.5580 1.7927 -4.8473 0.0 0.0 0.0 -0.70
C 0.4647 2.4937 -4.2226 0.0 0.0 0.0 -0.92
C 0.9559 2.0479 -3.0082 0.0 0.0 0.1 -0.29
C 0.4448 0.9000 -2.4042 0.0 0.0 0.0 0.37
P 0.8935 0.3257 -0.7381 0.1 -0.3 -0.1 2.16
C 2.4791 -0.5519 -0.9912 0.0 0.0 0.0 -1.04
C 2.6529 -1.8181 -0.1724 -0.1 0.0 -0.1 1.27
C 4.0573 -2.3546 -0.1637 0.1 0.0 0.0 -1.00
C 4.9649 -1.9301 -1.0695 0.0 0.0 0.1 -0.42
C 4.6560 -0.9039 -1.9965 0.0 0.0 0.0 -0.95
C 3.4361 -0.2115 -1.8972 0.0 0.1 0.0 0.13
C 1.4406 1.8477 0.1034 -0.1 0.0 0.0 0.40
C 2.6108 1.8853 0.8561 0.0 0.0 0.0 -0.94
C 2.9471 3.0215 1.5763 0.0 0.0 0.0 -0.65
C 2.1200 4.1337 1.5474 0.0 0.0 0.0 -0.67
C 0.9505 4.1027 0.8018 0.0 0.0 0.0 -0.87
C 0.6059 2.9647 0.0920 0.1 0.0 -0.1 -0.52
H -0.4048 -1.7893 -2.5533 0.0 0.0 -0.1 0.33
H -1.9274 -1.3121 -2.9024 0.0 0.0 0.0 0.21
H -1.8424 0.0749 -4.7674 0.0 0.0 0.0 0.52
H -0.9615 2.1423 -5.7883 0.0 0.0 0.0 0.41
H 0.8643 3.3927 -4.6709 0.0 0.0 0.0 0.44
H 1.7209 2.6202 -2.5003 0.0 0.0 0.0 0.44
H 2.2863 -1.6684 0.8509 0.0 0.0 0.0 0.19
H 4.2908 -3.1302 0.5520 0.0 0.0 0.0 0.47
H 5.9545 -2.3673 -1.0765 0.0 0.0 0.0 0.40
H 5.3856 -0.6065 -2.7342 0.0 0.0 0.0 0.43
H 3.2675 0.6400 -2.5468 0.0 0.0 0.0 0.39
H 3.2766 1.0306 0.8746 0.0 0.0 0.0 0.32
H 3.8592 3.0362 2.1576 0.0 0.0 0.0 0.43
H 2.3843 5.0212 2.1058 0.0 0.0 0.0 0.40
H 0.2975 4.9650 0.7783 0.0 0.0 0.0 0.37
H -0.3208 2.9358 -0.4674 0.1 0.0 -0.1 0.83
F -3.8190 -2.2655 -2.4930 -0.1 0.2 -0.2 -0.38
B -3.4189 -2.9194 -1.3461 0.2 -0.1 0.0 0.42
F -4.0405 -4.1110 -1.1435 -0.1 -0.2 0.1 -0.33
F -1.9727 -3.1279 -1.4494 -0.1 -0.1 0.0 -0.42
F -3.5291 -2.0570 -0.2125 0.0 -0.1 0.0 -0.50
N 1.0773 -3.5757 -1.3285 -0.1 -0.1 -0.1 -0.59
C 1.7518 -2.8236 -0.7837 0.2 0.1 0.1 0.01
```
Positions in Å, forces in eV/Å.

Output
Energy above the lowest of the compared OMol25 structures with the same formula, charge and spin (eV): 0.487
Multiplicity: 6
Calculated total energy (hartree): -3878.8542
Lowest unoccupied orbital energy (alpha / beta) (eV): -0.08 / -1.37
Gap between HOMO and LUMO (alpha / beta) (eV): 7.483 / 6.196